# C27H22O6S2

A cluster of 2 separate species, C27H22O6S2 in total (ωB97M-V/def2-TZVPD, the Open Molecules 2025 dataset).

XYZ file:
```
57
Properties=species:S:1:pos:R:3:forces:R:3:lowdin_charge:R:1
C 7.527694 -4.033024 2.168840 -0.1 0.0 0.1 -0.09
C 6.601155 -4.650464 1.326359 0.0 0.2 -0.2 -0.08
C 5.782335 -3.889848 0.484975 0.1 0.4 0.3 -0.01
C 5.864476 -2.496351 0.558072 -0.1 0.0 0.2 -0.24
O 4.991751 -1.691748 -0.185919 -0.5 0.1 0.0 -0.01
C 3.627883 -1.522141 0.107529 0.8 -0.2 0.4 -0.21
C 3.240053 -0.418776 0.883163 -0.1 -0.1 -0.3 0.02
C 1.887751 -0.153797 1.066149 0.2 -0.4 0.4 -0.01
C 0.888788 -1.047022 0.596009 0.2 0.4 -0.6 -0.22
C -0.470381 -0.910822 1.056825 0.3 -0.2 -0.1 0.02
C -1.464942 -1.940630 0.992913 -0.4 -0.4 0.2 -0.21
C -2.840640 -1.646374 1.248925 0.4 -0.1 0.4 0.00
C -3.769705 -2.674394 1.363945 0.1 -0.3 -0.4 -0.06
C -3.406057 -4.003737 1.072091 0.4 0.3 0.2 -0.06
C -2.061466 -4.310710 0.813799 -0.1 0.2 -0.1 -0.07
C -1.104882 -3.302757 0.809128 -0.3 -0.1 0.0 -0.03
C 1.319691 -2.002483 -0.370858 0.0 -0.5 0.6 -0.02
C 2.663950 -2.334748 -0.501982 0.0 0.4 0.0 0.02
C 6.869031 -1.866936 1.306283 -0.4 -0.4 0.0 -0.01
C 7.673932 -2.643964 2.142996 0.0 0.0 -0.3 -0.08
H 8.140320 -4.637573 2.843946 -0.2 0.2 -0.3 0.11
H 6.512495 -5.735017 1.304713 0.1 0.2 0.0 0.10
H 5.095670 -4.348630 -0.227693 0.1 0.1 0.4 0.11
H 4.002265 0.214712 1.337598 -0.2 -0.1 -0.3 0.13
H 1.586785 0.747021 1.599976 0.1 -0.3 0.2 0.13
H -0.718231 -0.023188 1.658146 0.1 -0.5 -0.3 0.14
H -3.146643 -0.607491 1.408804 0.1 -0.3 0.0 0.12
H -4.792698 -2.465285 1.676011 0.2 0.1 -0.3 0.11
H -4.149239 -4.803658 1.085490 0.2 0.3 0.1 0.11
H -1.745971 -5.344620 0.631010 -0.2 0.4 0.1 0.11
H -0.055379 -3.570565 0.728247 -0.3 0.0 0.0 0.10
H 0.583689 -2.514730 -0.993911 0.2 0.0 0.4 0.13
H 2.985219 -3.212710 -1.063648 -0.1 0.5 -0.2 0.12
H 6.993433 -0.787829 1.231764 -0.1 -0.2 0.1 0.12
H 8.424065 -2.155214 2.765006 -0.2 -0.2 -0.2 0.11
C -0.967449 1.149475 -0.560662 -0.7 1.1 0.9 0.01
O -2.025253 1.905069 0.183025 1.6 -1.7 0.4 -0.13
C -2.691709 2.759766 -0.539706 -1.6 1.8 -1.5 -0.51
S -4.470577 2.804619 -0.558963 2.2 0.0 -0.3 0.72
O -4.987805 1.714394 -1.373343 -0.3 0.6 0.7 -0.32
O -4.975316 3.007812 0.787915 -0.2 -0.2 -0.9 -0.31
C -4.526915 4.334549 -1.512573 -0.3 0.1 0.2 -0.25
C -3.317897 4.881151 -1.937116 0.3 0.1 0.1 -0.25
C -3.273099 6.076780 -2.653191 -0.2 -0.4 0.2 -0.04
C -4.484850 6.680672 -3.002743 0.1 -0.2 0.2 -0.06
C -5.701924 6.136067 -2.575829 0.1 -0.2 0.2 -0.06
C -5.732701 4.980529 -1.788411 0.4 -0.1 0.0 -0.04
S -1.834647 3.980221 -1.460364 -1.1 -0.8 0.8 0.71
O -0.992072 4.726560 -0.538427 -0.1 0.0 -0.9 -0.30
O -1.228068 3.408042 -2.657626 0.0 0.8 0.4 -0.33
H -0.091175 1.224755 0.092526 -0.3 -0.1 -0.6 0.08
H -1.408186 0.151761 -0.614522 0.4 -0.2 -0.1 0.10
H -0.765902 1.577319 -1.548739 -0.2 -0.2 0.2 0.09
H -2.298474 6.507066 -2.890482 -0.4 -0.1 -0.1 0.13
H -4.463891 7.593073 -3.592412 -0.1 -0.1 0.1 0.11
H -6.645884 6.611307 -2.825896 0.2 0.1 0.0 0.11
H -6.652379 4.574525 -1.357169 0.2 0.2 -0.4 0.13
```
Forces are in eV/Å.

Results
**Charge**: 0
**E_LUMO**: -0.1074 Ha
**HOMO-LUMO gap**: 0.1110 hartree